[1]
C32H32AuClN7O6S as an isolated structure, computed with ωB97M-V/def2-TZVPD.

Calculated values
2S+1	1
total charge	+1
HOMO-LUMO gap	0.2174	Eh
ΔE to the lowest compared entry with this formula, charge and spin	0.00	kJ/mol
E	-83464.672	eV
LUMO level	-4.15	eV

Geometry as XYZ:
```
80
C32H32AuClN7O6S | the Open Molecules 2025 dataset | ωB97M-V/def2-TZVPD
Au -0.1511 -0.3883 -0.6330
C -3.6525 4.0087 0.5602
C -3.7834 2.5557 0.3166
N -4.8838 1.8982 0.1535
N -4.4855 0.6101 -0.0515
C -3.1680 0.4554 -0.0139
S -2.3578 -1.0383 -0.2109
N -2.6972 1.6977 0.2370
N -1.3557 2.0144 0.3521
H -4.6333 4.4679 0.4769
H -2.9807 4.4589 -0.1709
H -3.2572 4.2007 1.5585
H -5.1727 -0.1075 -0.2166
H -1.1783 2.4938 1.2253
H -1.0569 2.5252 -0.4738
C 2.0123 -4.8124 -3.9356
C 2.5831 -4.2860 -2.6449
C 3.9634 -4.2382 -2.4823
C 4.5254 -3.7262 -1.3234
C 3.7016 -3.2690 -0.3122
C 2.3162 -3.3010 -0.4605
N 1.5473 -2.7158 0.5715
C 0.5357 -3.3111 1.3076
C 0.3770 -4.7031 1.2783
C -0.5892 -5.3241 2.0412
C -1.4242 -4.5831 2.8748
C -1.2811 -3.2139 2.9095
C -0.3299 -2.5519 2.1245
C -0.3665 -1.0633 2.1764
O -1.0082 -0.4363 2.9794
O 0.4011 -0.4091 1.2623
C 1.7376 -3.8059 -1.6326
C 0.2508 -3.7507 -1.8765
H 2.8071 -5.1664 -4.5893
H 1.4557 -4.0388 -4.4709
H 1.3250 -5.6429 -3.7661
H 4.6019 -4.6125 -3.2728
H 5.6007 -3.7094 -1.2002
H 4.1091 -2.9022 0.6219
H 1.9281 -1.8712 0.9680
H 1.0507 -5.2897 0.6668
H -0.6799 -6.4022 2.0033
H -2.1715 -5.0726 3.4832
H -1.9179 -2.6057 3.5376
H -0.0115 -2.8471 -2.4361
H -0.3307 -3.7571 -0.9579
H -0.0838 -4.5967 -2.4746
O 3.6822 -0.7744 2.2410
C 4.9909 -0.4168 1.8435
N 5.1849 0.9992 1.6573
C 4.6960 1.7265 0.6141
O 4.8556 2.9187 0.4934
C 3.9078 0.9564 -0.4173
C 4.4455 0.6383 -1.6559
C 3.6527 -0.0096 -2.5895
C 2.3398 -0.2935 -2.2750
N 1.8292 0.0387 -1.0815
C 2.5885 0.6402 -0.1609
H 3.4864 -0.3844 3.1011
H 5.1520 -0.9373 0.9011
H 5.7351 -0.7607 2.5622
H 5.6736 1.5354 2.3592
H 5.4725 0.8931 -1.8847
H 4.0397 -0.2966 -3.5562
H 1.6755 -0.7940 -2.9648
H 2.1209 0.8431 0.7917
Cl -1.1015 0.4276 -9.1161
C -1.0875 0.5327 -7.3903
C -1.2555 -0.6216 -6.6383
C -1.2181 -0.5384 -5.2576
C -1.0373 0.6941 -4.6363
C -0.8935 1.8452 -5.4030
C -0.9103 1.7680 -6.7848
C -0.9511 0.8142 -3.1529
O -1.1855 1.8523 -2.5584
O -0.5880 -0.3060 -2.5698
H -1.4110 -1.5686 -7.1357
H -1.3452 -1.4300 -4.6583
H -0.7739 2.7989 -4.9070
H -0.7913 2.6535 -7.3930
```

=====

[2]
C32H32BF8N5O2PS2Ti as an isolated structure in a non-equilibrium geometry, computed with ωB97M-V/def2-TZVPD.

Calculated values
2S+1	1
total charge	+1
HOMO-LUMO gap	0.2506	Eh
ΔE to the lowest compared entry with this formula, charge and spin	153.06	kJ/mol
E	-121741.597	eV
LUMO level	-3.90	eV

Geometry as XYZ:
```
84
C32H32BF8N5O2PS2Ti | the Open Molecules 2025 dataset | ωB97M-V/def2-TZVPD
Ti 1.1289 0.3565 -0.3154
C 2.4215 -2.8989 -2.7066
N 2.7489 -1.4891 -2.4850
C 3.4753 -0.9519 -3.6367
C 3.6087 -1.3885 -1.3173
C 2.9344 -1.8700 -0.0343
N 1.5163 -1.4219 0.1541
C 0.7081 -2.2000 1.0124
C -0.5898 -1.7581 1.2337
F -0.9125 -0.5567 0.7189
C -1.5373 -2.4260 1.9653
F -2.7460 -1.8855 2.1058
C -1.2176 -3.6175 2.5737
C 0.0747 -4.0659 2.4186
F 0.4509 -5.2005 3.0030
C 1.0260 -3.3872 1.6733
F 2.2440 -3.9296 1.6410
H 3.3090 -3.5383 -2.5994
H 2.0438 -3.0405 -3.7165
H 1.6612 -3.2389 -1.9996
H 4.4160 -1.4919 -3.8085
H 3.7111 0.0980 -3.4684
H 2.8688 -1.0406 -4.5368
H 3.9928 -0.3787 -1.2367
H 4.4871 -2.0327 -1.4541
H 3.5018 -1.5412 0.8307
H 2.9639 -2.9500 -0.0633
H -1.9387 -4.1713 3.1596
N -2.5020 0.4096 6.9425
C -1.4869 0.4886 6.0334
C -0.8692 1.7199 5.7582
C 0.1385 1.8066 4.8248
C 0.5397 0.6607 4.1367
C -0.0393 -0.5762 4.4246
C -1.0431 -0.6614 5.3588
S 1.7820 0.7252 2.9299
O 2.3290 -0.5868 2.7698
O 2.6308 1.8466 3.1840
N 0.9550 1.0289 1.4759
C 0.5735 2.3168 1.1150
S 0.8619 3.7896 1.9453
C 0.0890 4.6111 0.6414
C -0.2821 3.7506 -0.3227
N -0.0289 2.4165 -0.0475
H -2.7161 1.1978 7.5241
H -2.8329 -0.4860 7.2491
H -1.1788 2.6052 6.3027
H 0.6382 2.7518 4.6503
H 0.3343 -1.4658 3.9318
H -1.4845 -1.6241 5.5959
H -0.0416 5.6830 0.6611
H -0.7852 4.0178 -1.2419
C -0.2295 -0.6149 -3.7558
P -0.7155 0.1282 -2.1701
C -1.2140 1.7794 -2.7940
C -2.5169 2.2669 -2.7879
C -2.7996 3.5199 -3.3218
C -1.7890 4.2936 -3.8721
C -0.4871 3.8077 -3.8947
C -0.2020 2.5623 -3.3576
C -2.2417 -0.7570 -1.7379
C -2.5134 -2.0005 -2.3032
C -3.6641 -2.6957 -1.9493
C -4.5494 -2.1546 -1.0306
C -4.2763 -0.9221 -0.4472
C -3.1247 -0.2342 -0.7874
H -1.0951 -0.5731 -4.4164
H 0.1025 -1.6395 -3.6351
H 0.5787 -0.0273 -4.1819
H -3.3294 1.6724 -2.3966
H -3.8206 3.8837 -3.3142
H -2.0127 5.2679 -4.2880
H 0.3099 4.3993 -4.3304
H 0.8213 2.2104 -3.3752
H -1.8410 -2.4399 -3.0281
H -3.8682 -3.6592 -2.4012
H -5.4501 -2.6934 -0.7619
H -4.9565 -0.5025 0.2856
H -2.8990 0.7053 -0.2971
F 3.3241 1.2195 0.2229
B 3.3075 2.1131 -0.8714
F 2.0560 1.3240 -1.6426
F 4.3445 2.0180 -1.7190
F 2.8195 3.3334 -0.5941
```

=====

[3]
A 7-piece molecular cluster, C32H32BrF6N2O19PS overall in a non-equilibrium geometry, computed with ωB97M-V/def2-TZVPD.

Calculated values
2S+1	1
HOMO-LUMO gap	0.2855	Eh
SMILES string	CNCc1cc2c(cc1P(O)Br)Nc1ccccc1S2.O=C1OC[C@@H](F)O1.O=C1OC[C@@H](F)O1.O=C1OC[C@@H](F)O1.O=C1OC[C@@H](F)O1.O=C1OC[C@@H](F)O1.O=C1OC[C@@H](F)O1
ΔE to the lowest compared entry with this formula, charge and spin	0.00	kJ/mol
E	-182059.544	eV
LUMO level	0.05	eV

Geometry as XYZ:
```
94
C32H32BrF6N2O19PS | the Open Molecules 2025 dataset | ωB97M-V/def2-TZVPD
C 2.1447 -2.2348 -1.4868
N 2.9389 -1.0546 -1.2266
C 2.5917 0.0799 -2.0956
C 1.2719 0.6788 -1.6452
C 0.1145 0.3830 -2.3612
C -1.1112 0.8723 -1.9357
C -1.2359 1.6636 -0.7935
C -0.0827 1.9676 -0.0850
C 1.1530 1.4749 -0.5067
P 2.6321 1.8272 0.4897
O 2.1081 1.3601 1.9862
Br 2.7232 4.0846 0.5999
N -2.4951 2.1518 -0.3923
C -3.5039 1.1493 -0.3489
C -4.3147 1.0268 0.7712
C -5.2660 0.0217 0.8006
C -5.4420 -0.8398 -0.2779
C -4.6411 -0.7112 -1.4050
C -3.6780 0.2875 -1.4268
S -2.5978 0.5084 -2.8205
H 2.4001 -2.9860 -0.7438
H 2.3314 -2.6490 -2.4725
H 1.0597 -2.0730 -1.3971
H 2.8480 -0.7721 -0.2625
H 3.3963 0.8065 -2.0415
H 2.4662 -0.2946 -3.1075
H 0.1338 -0.2205 -3.2568
H -0.1690 2.5764 0.8085
H 1.1922 1.0573 1.9099
H -2.3891 2.5690 0.5238
H -4.1945 1.7108 1.5965
H -5.8649 -0.0748 1.6904
H -6.1824 -1.6235 -0.2227
H -4.7284 -1.3753 -2.2490
O 2.2913 -4.6023 -3.5185
C 2.9307 -4.2898 -4.4670
O 3.9082 -5.0375 -5.0247
C 4.3437 -4.3759 -6.2185
C 3.9359 -2.9453 -5.9503
F 3.5860 -2.2952 -7.0841
O 2.7883 -3.1103 -5.1321
H 3.8139 -4.7889 -7.0778
H 5.4137 -4.4982 -6.3612
H 4.6784 -2.3531 -5.4130
O -4.9643 4.3884 1.6608
C -4.0760 4.8935 2.2526
O -2.7835 4.4691 2.2102
C -1.9831 5.4195 2.9234
C -3.0031 6.0576 3.8390
F -2.7210 7.3591 4.0846
O -4.1923 5.9733 3.0754
H -1.5589 6.1398 2.2231
H -1.1782 4.9235 3.4599
H -3.1462 5.5385 4.7882
O -5.2106 0.1270 4.5425
C -6.1848 -0.5361 4.6472
O -6.8989 -1.0309 3.6042
C -7.9159 -1.8874 4.1358
C -8.0613 -1.3658 5.5456
F -8.3874 -2.3475 6.4205
O -6.7556 -0.8989 5.8314
H -7.5667 -2.9204 4.1199
H -8.8299 -1.8091 3.5530
H -8.7701 -0.5431 5.6540
O -3.4017 -4.6903 -0.0674
C -2.7116 -4.4635 -1.0024
O -1.7563 -5.2963 -1.4811
C -1.2470 -4.7368 -2.6987
C -1.5857 -3.2747 -2.5335
F -1.8641 -2.6751 -3.7170
O -2.7642 -3.3219 -1.7470
H -1.7726 -5.1755 -3.5485
H -0.1797 -4.9206 -2.7976
H -0.8249 -2.6949 -2.0120
O 3.7703 -1.7820 1.4748
C 4.0242 -1.3390 2.5427
O 3.2993 -1.5622 3.6652
C 3.9902 -0.9615 4.7642
C 4.8307 0.0844 4.0690
F 6.0126 0.2897 4.7023
O 5.0741 -0.5121 2.8085
H 4.6106 -1.7095 5.2597
H 3.2885 -0.5428 5.4806
H 4.3315 1.0435 3.9223
O 6.0336 2.4336 -4.0796
C 6.2762 2.7987 -2.9804
O 5.5226 2.5229 -1.8890
C 6.2176 3.0097 -0.7360
C 7.1088 4.0708 -1.3338
F 8.2856 4.1831 -0.6692
O 7.3531 3.5642 -2.6343
H 6.7948 2.1978 -0.2913
H 5.5227 3.4011 0.0021
H 6.6495 5.0578 -1.4119
```